Here is C13H40BrFO5P2S2 as an isolated structure from the OMol25 dataset. Energies are from ωB97M-V/def2-TZVPD.

Its calculated total energy is -137373.8458 eV. As for the HOMO-LUMO gap: 8.6067 eV. Its charge is 0.

```
64
Properties=species:S:1:pos:R:3:forces:R:3
C -4.753 0.089 -2.522 -0.01 -0.03 -0.02
C -3.685 -0.953 -2.203 0.02 0.04 0.06
C -2.698 -0.631 -1.068 -0.02 -0.32 -0.09
Br -3.286 0.697 0.229 -0.04 0.10 0.05
P -1.009 -0.047 -1.527 0.21 0.21 -0.10
F -0.184 -0.960 -2.585 -0.16 -0.10 -0.02
S -1.555 1.303 -3.186 0.12 -0.11 0.06
P 0.120 -1.231 0.150 0.13 0.13 0.03
S 0.970 0.046 1.353 -0.09 0.02 -0.03
H -5.566 0.034 -1.795 0.03 0.02 -0.01
H -5.169 -0.110 -3.511 -0.02 -0.02 0.06
H -4.377 1.109 -2.518 0.05 0.01 -0.03
H -3.092 -1.177 -3.095 0.00 0.07 0.03
H -4.174 -1.880 -1.900 0.03 0.01 -0.06
H -2.559 -1.534 -0.477 -0.02 0.06 0.03
H -0.526 1.055 -0.786 -0.12 0.02 0.09
H -0.798 0.720 -4.127 -0.07 0.02 0.03
H 0.990 -2.138 -0.486 -0.06 -0.09 0.06
H -0.786 -2.110 0.780 0.02 -0.08 -0.08
C 4.876 1.234 3.523 -0.06 -0.01 -0.05
C 4.543 2.566 2.882 0.03 0.01 -0.01
O 3.745 2.429 1.714 -0.06 0.03 0.09
H 5.394 0.586 2.815 0.00 0.00 0.01
H 5.522 1.368 4.390 0.00 -0.01 0.00
H 3.963 0.724 3.842 0.01 0.00 0.01
H 5.453 3.071 2.553 0.00 -0.01 0.03
H 4.051 3.223 3.609 0.00 0.01 -0.01
H 2.924 1.990 1.965 0.05 -0.04 -0.14
C -6.343 -2.613 2.410 0.01 -0.06 -0.03
C -5.587 -1.877 1.324 0.03 -0.02 -0.01
O -5.109 -2.748 0.299 -0.03 0.00 -0.05
H -5.713 -3.383 2.857 -0.01 0.01 0.01
H -6.659 -1.923 3.194 0.00 0.01 0.00
H -7.237 -3.094 2.007 0.00 0.01 0.01
H -4.692 -1.405 1.725 -0.05 0.01 0.07
H -6.207 -1.085 0.888 0.01 0.01 0.01
H -5.865 -3.195 -0.098 0.04 0.00 0.03
C 10.106 0.237 3.159 -0.01 -0.03 0.00
C 8.960 1.186 3.446 -0.03 0.01 -0.02
O 8.048 0.667 4.406 0.06 -0.02 0.11
H 9.727 -0.724 2.812 0.01 0.01 0.00
H 10.765 0.649 2.393 0.00 0.00 0.00
H 10.704 0.066 4.058 0.00 0.00 -0.01
H 8.363 1.350 2.548 0.02 0.01 0.00
H 9.343 2.161 3.768 -0.01 0.00 0.00
H 8.522 0.517 5.231 0.00 0.01 -0.05
C 1.876 -4.226 -4.212 0.01 0.00 0.02
C 0.462 -4.613 -3.827 -0.01 -0.04 0.03
O 0.081 -4.083 -2.562 -0.02 0.15 0.01
H 2.584 -4.563 -3.454 0.00 0.00 -0.01
H 2.151 -4.672 -5.170 0.00 0.00 0.00
H 1.969 -3.142 -4.309 0.00 0.00 0.00
H 0.373 -5.695 -3.724 0.01 0.00 -0.03
H -0.244 -4.296 -4.602 -0.01 -0.01 0.01
H 0.132 -3.122 -2.620 0.00 -0.05 -0.02
C -4.153 5.807 -1.040 0.01 0.00 -0.03
C -4.789 4.431 -1.031 -0.01 -0.02 0.03
O -4.078 3.497 -1.831 0.06 0.03 -0.03
H -4.083 6.188 -2.059 0.00 0.00 0.01
H -4.740 6.508 -0.443 0.00 0.00 0.00
H -3.146 5.771 -0.619 0.00 0.00 0.00
H -5.793 4.469 -1.456 0.00 0.01 0.01
H -4.881 4.063 -0.002 -0.01 -0.01 -0.01
H -3.182 3.419 -1.484 -0.03 0.00 -0.04
```
Positions in Å, forces in eV/Å.